[1]
Molecular formula: C4H8N2OS
Method: DFT, wB97M-V/def2-TZVPD

Results
Energy relative to the best compared isomer or geometry (same formula, charge and spin)   534.98 kJ/mol
Largest force on an atom   0.165 Eh/bohr
Electronic energy   -20135.290 eV

XYZ file:
```
16
Properties=species:S:1:pos:R:3:forces:R:3
H -1.083 -2.179 -0.471 2.64 1.47 1.12
H 2.949 1.584 0.361 -3.01 -1.06 -1.88
C -1.571 -0.507 0.501 -3.53 2.29 -2.14
O -2.577 -0.601 -0.625 2.07 0.69 0.04
H -0.903 1.942 -0.187 -0.34 -4.24 1.49
H -0.032 0.928 1.321 -1.97 -0.79 -2.95
N 0.247 -0.152 -0.758 -1.01 -0.62 4.27
H -2.007 -0.368 -1.433 -1.36 -0.50 1.47
C -0.469 -1.319 0.145 -2.53 -2.35 -7.74
S 2.974 -1.201 -0.101 -3.76 2.46 -0.71
C -0.729 0.686 0.288 4.11 5.71 0.57
H -2.103 -0.711 1.406 -0.20 0.24 0.50
H 0.162 -1.638 0.802 3.78 -2.03 4.00
C 1.596 0.017 -0.387 3.24 0.48 1.24
N 1.947 1.383 -0.087 1.23 -0.07 -0.95
H 1.599 2.136 -0.774 0.66 -1.67 1.67
```
Positions in Å, forces in eV/Å.

[2]
Molecular formula: C4H8N2OS
Method: DFT, wB97M-V/def2-TZVPD

Results
Energy relative to the best compared isomer or geometry (same formula, charge and spin)   337.57 kJ/mol
SMILES   [H]/N=C/NC(=S)OCC
Largest force on an atom   0.139 Eh/bohr
Electronic energy   -20137.336 eV

XYZ file:
```
16
Properties=species:S:1:pos:R:3:forces:R:3
H 1.459 2.294 0.011 1.15 6.45 -0.01
C 0.007 0.988 0.093 3.95 -3.02 1.85
H -2.193 -0.115 -1.352 -0.55 1.09 0.26
O 0.008 -0.294 0.567 -1.26 1.90 -1.00
C -2.052 -0.877 -0.626 2.46 -4.67 -1.33
H -1.317 -1.585 1.277 0.05 -0.59 -0.08
N 1.306 1.404 -0.010 -2.01 -6.81 -0.70
C -1.334 -0.671 0.710 -1.93 -1.05 0.22
C 2.325 0.541 -0.080 4.14 -2.89 1.46
N 2.293 -0.819 -0.198 -0.73 5.80 -0.09
S -1.165 1.957 -0.013 -3.98 3.86 -0.77
H 3.287 1.263 0.248 -1.70 -2.49 -1.35
H -1.868 0.029 1.305 -0.26 0.76 0.76
H -2.986 -1.635 -0.610 2.42 1.72 0.09
H 3.244 -1.081 -0.183 1.49 -0.52 0.08
H -1.014 -1.400 -1.138 -3.24 0.47 0.60
```
Positions in Å, forces in eV/Å.

[3]
Molecular formula: C4H8N2OS
Method: DFT, wB97M-V/def2-TZVPD

Results
Energy relative to the best compared isomer or geometry (same formula, charge and spin)   312.37 kJ/mol
SMILES   C/C(N)=C/C=O.N=S
Largest force on an atom   0.077 Eh/bohr
Electronic energy   -20137.597 eV

XYZ file:
```
16
Properties=species:S:1:pos:R:3:forces:R:3
C 0.264 0.884 -0.657 -1.18 -0.96 2.97
H -1.695 -1.756 -0.181 0.38 -0.74 0.48
H -0.464 -0.368 1.061 -0.73 0.91 0.70
C 0.117 -0.235 0.193 3.40 -0.62 -1.90
H 1.769 0.044 -1.722 -1.06 0.26 0.20
H 1.218 1.533 -2.384 -0.36 0.65 0.29
C 1.106 -1.311 0.067 -0.11 -2.54 -1.19
O 1.952 -1.554 -0.860 -1.69 1.40 2.10
H 0.021 2.986 -0.627 -0.25 0.47 -0.87
H 0.961 -2.206 0.830 0.38 1.78 -0.94
N 1.084 0.838 -1.676 1.79 -0.78 -1.06
S -1.665 -3.116 1.694 -0.36 1.34 -1.64
H -0.558 2.333 0.771 -0.12 -0.76 0.49
H -1.481 1.990 -0.662 -1.73 0.40 -0.73
C -0.518 2.118 -0.285 1.96 0.10 -0.11
N -2.170 -1.981 0.708 -0.32 -0.88 1.20
```
Positions in Å, forces in eV/Å.

[4]
Molecular formula: C4H8N2OS
Method: DFT, wB97M-V/def2-TZVPD

Results
Energy relative to the best compared isomer or geometry (same formula, charge and spin)   571.41 kJ/mol
SMILES   C=C/C(=N\O)N(C)S
Largest force on an atom   0.138 Eh/bohr
Electronic energy   -20134.912 eV

XYZ file:
```
16
Properties=species:S:1:pos:R:3:forces:R:3
H 0.838 -1.400 -0.356 0.86 -2.88 -1.51
N -0.891 0.053 -1.048 -1.76 1.14 1.25
H -2.126 1.089 -2.636 -0.24 0.10 -0.09
H 2.147 0.375 1.953 -0.54 -2.42 -1.19
H 2.558 -1.478 1.460 0.50 0.23 0.31
H 1.690 2.818 0.621 -1.25 -3.89 1.61
H -0.579 -1.820 -0.247 -4.10 0.94 -0.48
S -2.057 1.405 -1.339 0.62 -1.00 -0.44
C 0.040 0.491 -0.071 1.45 -5.32 -0.48
C 1.000 -0.764 0.411 -0.34 6.93 1.37
N 0.177 1.686 0.171 1.45 2.53 1.15
C 1.969 -0.577 1.324 -0.44 -0.41 0.26
H -2.191 -0.947 0.420 0.88 0.27 -0.01
H -2.377 -1.630 -1.144 1.96 0.86 0.34
C -1.570 -1.125 -0.482 0.44 -2.70 -0.24
O 1.372 1.824 0.963 0.50 5.62 -1.84
```
Positions in Å, forces in eV/Å.